ORCA calculation (ωB97M-V/def2-TZVPD) on an isolated molecule of C3H6N2S at a distorted geometry.

Its HOMO-LUMO gap is 9.00 eV. As for the SMILES: CC1=NCNS1. Its charge is 0. As for the strongest force on any atom: 3.664 eV Å⁻¹. The energy above the lowest of the compared OMol25 structures with the same formula, charge and spin comes out at 54.4 kcal per mole. The molecular weight is 102.16 Da.

```
12
C3H6N2S, DFT ωB97M-V/def2-TZVPD
C 2.06 0.42 0.50
C 0.66 0.11 0.09
N -0.23 -0.51 0.71
C -1.55 -0.42 0.24
N -1.77 -0.01 -1.20
S -0.45 0.90 -1.66
H 2.68 0.44 -0.41
H 2.57 -0.35 1.20
H 1.86 1.41 0.94
H -2.08 -1.42 0.55
H -2.02 0.31 0.87
H -1.73 -0.87 -1.82
```


ORCA calculation (ωB97M-V/def2-TZVPD) on a cluster of 2 separate species, C5H14N3O in total at a distorted geometry.

Its HOMO-LUMO gap is 10.70 eV. Its charge is +1. As for the strongest force on any atom: 4.813 eV Å⁻¹. The energy above the lowest of the compared OMol25 structures with the same formula, charge and spin comes out at 68.0 kcal per mole. The molecular weight is 132.19 Da.

```
23
C5H14N3O, DFT ωB97M-V/def2-TZVPD
C 0.92 -1.72 0.67
C 1.28 -0.63 -0.40
C -0.60 -0.22 0.90
C 2.61 0.12 -0.21
C -1.53 0.66 1.60
N 0.18 0.20 -0.07
N -2.18 0.12 -1.56
N 0.06 1.45 -0.71
O -0.21 -1.35 1.42
H 0.89 -2.73 0.24
H 1.78 -1.83 1.38
H 1.26 -0.90 -1.41
H 2.73 1.05 -0.76
H 3.51 -0.33 -0.66
H 2.66 0.49 0.75
H -2.27 -0.03 2.08
H -1.81 1.42 0.83
H -0.89 1.04 2.32
H -2.23 -0.18 -2.51
H -3.16 0.62 -1.42
H -0.24 2.15 -0.03
H -2.27 -0.69 -0.97
H -0.49 1.28 -1.48
```


ORCA calculation (ωB97M-V/def2-TZVPD) on a structure of composition C39H64CsF4N4O3PSe2.

Its HOMO-LUMO gap is 5.13 eV. Its charge is -2. As for the strongest force on any atom: 0.537 eV Å⁻¹. The energy above the lowest of the compared OMol25 structures with the same formula, charge and spin comes out at 0.0 kcal per mole. The molecular weight is 1034.76 Da.

```
118
C39H64CsF4N4O3PSe2, DFT ωB97M-V/def2-TZVPD
Cs -0.04 -0.15 -0.21
C 2.70 0.23 2.66
N 1.36 0.75 2.55
C 0.49 0.13 3.53
C 1.30 2.20 2.67
C 2.01 2.98 1.57
N 1.30 2.82 0.32
C 1.75 3.39 -0.77
C 1.00 3.26 -1.99
F -0.18 2.60 -1.91
C 1.38 3.76 -3.20
F 0.57 3.55 -4.27
C 2.54 4.50 -3.38
C 3.29 4.69 -2.23
F 4.44 5.41 -2.32
C 2.93 4.19 -1.00
F 3.77 4.48 0.04
H 3.17 0.49 3.63
H 3.33 0.61 1.86
H 2.68 -0.86 2.57
H 0.78 0.41 4.57
H 0.52 -0.96 3.45
H -0.54 0.43 3.37
H 1.70 2.51 3.65
H 0.24 2.49 2.65
H 3.06 2.67 1.52
H 2.03 4.03 1.90
H 2.85 4.88 -4.34
O -1.10 -5.88 0.87
C 0.21 -5.79 1.41
C 0.97 -4.49 1.09
C 2.45 -4.77 1.43
O 3.13 -5.56 0.48
C 0.53 -3.33 1.99
Se -1.39 -2.89 2.04
C 0.79 -4.15 -0.40
Se 2.14 -2.91 -1.18
H -1.55 -5.06 1.15
H 0.78 -6.62 0.99
H 0.18 -5.90 2.50
H 2.50 -5.30 2.38
H 2.96 -3.81 1.55
H 3.21 -4.98 -0.31
H 1.09 -2.44 1.67
H 0.84 -3.55 3.02
H -0.20 -3.74 -0.54
H 0.83 -5.09 -0.96
N -2.32 -3.80 -3.10
C -1.52 -4.45 -3.62
N -0.61 -5.20 -4.25
C -0.93 -5.52 -5.65
C -0.65 -4.34 -6.57
C 0.80 -3.88 -6.42
C 1.12 -3.58 -4.96
C 0.79 -4.76 -4.07
H -1.98 -5.83 -5.69
H -0.31 -6.38 -5.92
H -1.33 -3.52 -6.31
H -0.87 -4.63 -7.61
H 0.98 -3.00 -7.05
H 1.46 -4.67 -6.79
H 0.55 -2.71 -4.61
H 2.17 -3.32 -4.82
H 0.97 -4.49 -3.03
H 1.42 -5.63 -4.31
O -2.86 0.49 -0.19
P -3.91 -0.30 -0.91
C -5.44 0.71 -0.94
C -6.77 0.02 -1.34
C -7.37 0.66 -2.59
C -7.65 2.15 -2.40
C -6.52 2.85 -1.61
C -5.23 2.04 -1.65
C -3.33 -0.78 -2.58
C -2.31 0.23 -3.14
C -1.89 -0.22 -4.54
C -3.07 -0.17 -5.54
C -4.42 -0.20 -4.82
C -4.39 -1.17 -3.64
C -4.25 -1.84 -0.01
C -4.95 -1.54 1.33
C -5.11 -2.84 2.12
C -6.00 -3.86 1.37
C -6.19 -3.49 -0.10
C -4.88 -3.05 -0.74
H -5.50 0.95 0.13
H -7.49 0.11 -0.52
H -6.63 -1.05 -1.49
H -8.30 0.14 -2.87
H -6.69 0.52 -3.44
H -8.60 2.28 -1.87
H -7.77 2.62 -3.37
H -6.81 2.97 -0.56
H -6.36 3.86 -1.99
H -4.40 2.58 -1.18
H -4.93 1.89 -2.70
H -2.76 -1.69 -2.35
H -1.42 0.25 -2.51
H -2.70 1.25 -3.16
H -1.53 -1.25 -4.46
H -1.06 0.38 -4.90
H -3.00 -1.01 -6.23
H -3.01 0.74 -6.15
H -5.21 -0.48 -5.51
H -4.66 0.80 -4.46
H -4.15 -2.17 -4.00
H -5.39 -1.24 -3.21
H -3.22 -2.11 0.26
H -5.93 -1.08 1.17
H -4.34 -0.84 1.89
H -5.53 -2.63 3.11
H -4.12 -3.26 2.29
H -6.97 -3.95 1.85
H -5.53 -4.85 1.42
H -6.93 -2.69 -0.18
H -6.60 -4.34 -0.65
H -5.02 -2.87 -1.81
H -4.16 -3.88 -0.69
```


ORCA calculation (ωB97M-V/def2-TZVPD) on a structure of composition C9H18CsNO at a distorted geometry.

Its HOMO-LUMO gap is 5.79 eV. Its charge is 0. As for the strongest force on any atom: 4.330 eV Å⁻¹. The energy above the lowest of the compared OMol25 structures with the same formula, charge and spin comes out at 10.5 kcal per mole. The molecular weight is 289.15 Da.

```
30
C9H18CsNO, DFT ωB97M-V/def2-TZVPD
Cs 0.37 -8.83 4.22
C -4.51 -9.76 5.11
C -3.30 -10.01 4.17
C -3.92 -10.50 2.91
C -4.72 -9.48 2.17
C -3.83 -8.28 1.93
C -3.09 -7.77 3.12
N -2.50 -8.81 3.94
O -2.04 -8.33 5.16
C -4.03 -6.78 3.94
C -1.97 -6.78 2.62
C -2.38 -11.16 4.70
H -4.96 -10.56 5.58
H -5.31 -9.15 4.55
H -4.18 -9.01 5.90
H -4.45 -11.38 3.21
H -3.04 -10.92 2.36
H -5.48 -9.19 2.81
H -5.18 -9.84 1.29
H -4.43 -7.47 1.61
H -3.11 -8.45 1.09
H -5.05 -7.09 4.01
H -3.99 -5.82 3.47
H -3.69 -6.78 4.99
H -1.18 -7.40 2.18
H -1.66 -6.23 3.52
H -2.32 -6.05 1.83
H -1.70 -11.44 3.91
H -3.03 -12.03 4.76
H -2.13 -10.90 5.75
```


ORCA calculation (ωB97M-V/def2-TZVPD) on a structure of composition C38H50AsBN2O4S3Ti at a distorted geometry.

Its HOMO-LUMO gap (alpha / beta) is 6.66 / 6.69 eV. Its charge is +1. As for the strongest force on any atom: 1.554 eV Å⁻¹. The energy above the lowest of the compared OMol25 structures with the same formula, charge and spin comes out at 27.9 kcal per mole. Its spin multiplicity is 2. The molecular weight is 828.63 Da.

```
100
C38H50AsBN2O4S3Ti, DFT ωB97M-V/def2-TZVPD
Ti 0.75 0.09 -0.03
C 2.58 -0.13 -2.81
O 2.51 -0.12 -1.37
C 3.65 -0.52 -0.67
C 4.85 -0.80 -1.28
C 5.93 -1.16 -0.48
C 5.78 -1.21 0.90
C 4.56 -0.91 1.49
C 3.49 -0.58 0.70
N 2.19 -0.19 1.19
N 2.13 -0.10 2.53
C 1.14 0.59 3.13
C 0.07 1.26 2.49
O -0.16 1.01 1.19
C -0.70 2.22 3.16
C -0.53 2.43 4.49
C 0.42 1.67 5.24
C 0.53 1.82 6.64
C 1.42 1.07 7.36
C 2.23 0.13 6.69
C 2.15 -0.03 5.33
C 1.24 0.74 4.58
H 3.29 0.61 -3.14
H 1.58 0.09 -3.16
H 2.87 -1.13 -3.14
H 4.97 -0.75 -2.35
H 6.88 -1.39 -0.94
H 6.62 -1.49 1.53
H 4.43 -0.94 2.57
H -1.45 2.77 2.59
H -1.13 3.17 5.00
H -0.11 2.54 7.13
H 1.49 1.19 8.43
H 2.93 -0.47 7.27
H 2.78 -0.76 4.83
C -2.24 -1.11 4.78
C -1.28 -2.19 4.29
S -0.82 -2.07 2.56
C -1.87 -3.27 1.71
C -3.22 -2.82 1.12
S -3.23 -1.17 0.39
C -4.38 -0.25 1.44
C -3.89 0.19 2.82
S -3.90 -1.14 4.07
H -1.81 -0.12 4.62
H -2.39 -1.22 5.86
H -1.68 -3.19 4.48
H -0.34 -2.11 4.85
H -2.06 -4.10 2.41
H -1.23 -3.66 0.92
H -3.97 -2.81 1.91
H -3.53 -3.53 0.36
H -5.32 -0.80 1.51
H -4.59 0.65 0.85
H -4.55 0.97 3.19
H -2.88 0.59 2.75
C -1.15 -4.74 -2.07
C -0.15 -3.61 -2.20
C 1.16 -4.13 -2.77
O 0.14 -3.14 -0.85
B 0.13 -1.79 -0.85
O -0.26 -1.23 -2.06
C -0.72 -2.34 -2.94
C -2.23 -2.26 -2.98
C -0.15 -2.09 -4.32
H -0.69 -5.56 -1.52
H -1.45 -5.12 -3.06
H -2.05 -4.43 -1.54
H 1.50 -4.96 -2.15
H 1.93 -3.35 -2.74
H 1.05 -4.48 -3.80
H -2.67 -2.28 -1.98
H -2.64 -3.09 -3.56
H -2.53 -1.33 -3.46
H 0.94 -2.12 -4.34
H -0.48 -1.12 -4.68
H -0.52 -2.85 -5.02
C -1.00 3.36 -0.63
As -0.17 2.01 -1.74
C -1.61 1.65 -2.95
C 1.08 3.13 -2.72
C 0.40 4.10 -3.64
C 0.10 5.39 -3.22
C -0.56 6.28 -4.07
C -0.92 5.88 -5.35
C -0.61 4.60 -5.78
C 0.04 3.72 -4.94
H -1.35 4.17 -1.27
H -0.29 3.73 0.10
H -1.84 2.91 -0.11
H -1.95 2.60 -3.34
H -2.40 1.15 -2.39
H -1.29 1.00 -3.76
H 1.77 2.48 -3.26
H 1.65 3.65 -1.96
H 0.39 5.72 -2.23
H -0.78 7.28 -3.73
H -1.42 6.58 -6.01
H -0.88 4.29 -6.79
H 0.28 2.72 -5.29
```


ORCA calculation (ωB97M-V/def2-TZVPD) on a structure of composition C9H13NO2Rh at a distorted geometry.

Its HOMO-LUMO gap (alpha / beta) is 5.09 / 7.10 eV. Its charge is -1. As for the strongest force on any atom: 7.532 eV Å⁻¹. The energy above the lowest of the compared OMol25 structures with the same formula, charge and spin comes out at 40.0 kcal per mole. Its spin multiplicity is 5. The molecular weight is 270.11 Da.

```
26
C9H13NO2Rh, DFT ωB97M-V/def2-TZVPD
C -0.01 -1.60 -0.48
C -1.33 -1.01 -0.52
C -1.75 -0.70 0.85
C -0.82 -1.21 1.72
C 0.29 -1.88 1.03
Rh 0.22 0.38 -0.83
N 1.50 -2.04 1.57
C 0.40 0.51 -2.63
C -0.75 1.37 -2.23
H -2.69 -0.19 1.09
H -1.96 -1.04 -1.40
H -0.77 -1.13 2.80
H 0.66 -3.02 1.16
H 0.44 -2.22 -1.26
H -1.75 1.00 -2.43
H 1.28 1.06 -3.00
H 2.16 -1.57 0.90
H -0.58 2.47 -2.27
H 0.17 -0.41 -3.17
C 0.91 3.13 2.61
C 0.68 1.82 1.89
O 0.65 0.77 2.54
O 0.55 1.98 0.60
H 1.69 3.03 3.36
H -0.02 3.39 3.13
H 1.17 3.91 1.89
```


Question: What is the molecular weight in the second record?
Answer: 132.19 Da